{
  "formula": "C5H6O4S",
  "method": "ωB97M-V/def2-TZVPD",
  "elements": ["O", "O", "O", "O", "C", "S", "C", "C", "C", "C", "H", "H", "H", "H", "H", "H"],
  "positions_angstrom": [[2.870, -0.283, 1.849], [-0.393, -0.968, -2.621], [1.444, 1.089, 0.731], [0.800, -0.974, 1.286], [1.769, -0.052, 1.335], [-1.217, -0.201, -1.645], [-0.054, 1.087, -1.157], [-1.118, -1.236, -0.167], [0.051, 1.024, 0.357], [-0.390, -0.367, 0.881], [-0.424, 2.076, -1.477], [0.910, 0.928, -1.663], [-2.103, -1.589, 0.161], [-0.543, -2.140, -0.424], [-0.533, 1.844, 0.825], [-1.069, -0.237, 1.730]],
  "gap_ev": 9.604,
  "e_homo_ev": -9.4,
  "multiplicity": 1
}

{
  "formula": "C5H6O4Tl",
  "method": "ωB97M-V/def2-TZVPD",
  "elements": ["O", "C", "C", "O", "Tl", "H", "H", "C", "C", "O", "C", "O", "H", "H", "H", "H"],
  "positions_angstrom": [[2.911, 1.052, 0.731], [2.932, -0.161, 0.473], [1.883, -0.825, -0.280], [0.945, -0.083, -0.812], [1.307, 2.517, 0.218], [3.676, -0.836, 0.936], [1.776, -1.915, -0.301], [-3.210, -1.288, 1.182], [-2.703, -0.123, 0.822], [-1.312, -0.018, 0.642], [-0.777, 0.467, -0.436], [-1.620, 0.702, -1.394], [-2.599, -2.190, 1.223], [-3.268, 0.773, 0.575], [-4.278, -1.360, 1.379], [-1.764, 1.650, -1.516]],
  "charge": 1,
  "gap_ev": [7.126, 7.605],
  "e_homo_ev": [-12.3, -12.8],
  "multiplicity": 1
}

{
  "formula": "C5H6O4Yb",
  "method": "ωB97M-V/def2-TZVPD",
  "elements": ["O", "C", "C", "O", "Yb", "H", "H", "C", "C", "O", "C", "O", "H", "H", "H", "H"],
  "positions_angstrom": [[-2.142, -0.539, -0.878], [-2.079, 0.506, -1.497], [-0.713, 0.866, -2.099], [0.208, 0.110, -1.838], [-0.250, -1.908, -0.617], [-2.930, 1.199, -1.581], [-0.560, 1.827, -2.609], [-1.025, 1.233, 3.979], [0.027, 0.794, 3.307], [-0.204, 0.110, 2.103], [0.716, -0.354, 1.322], [1.919, -0.173, 1.742], [-2.042, 1.090, 3.612], [1.068, 0.910, 3.596], [-0.866, 1.750, 4.924], [2.576, -0.472, 1.099]],
  "charge": 3,
  "gap_ev": [5.615, 2.929],
  "e_homo_ev": [-20.2, -20.2],
  "s_squared": 0.76,
  "multiplicity": 2
}

{
  "formula": "C5H6OS",
  "method": "ωB97M-V/def2-TZVPD",
  "elements": ["C", "C", "C", "C", "C", "H", "H", "H", "H", "H", "H", "O", "S"],
  "positions_angstrom": [[-0.829, -0.185, -0.270], [0.088, -0.983, 0.499], [0.065, 0.978, 0.383], [1.466, 0.720, -0.235], [1.550, -0.594, -0.172], [-3.068, -0.027, -1.041], [-0.675, -0.206, -1.427], [-0.137, -1.916, 0.831], [-0.341, 1.943, 0.745], [2.124, 1.577, -0.552], [2.079, -1.428, -0.519], [0.254, 0.064, 1.539], [-2.576, 0.057, 0.221]],
  "gap_ev": 9.919,
  "e_homo_ev": -9.1,
  "multiplicity": 1
}

{
  "formula": "C5H6OS2",
  "method": "ωB97M-V/def2-TZVPD",
  "elements": ["C", "S", "C", "S", "C", "C", "O", "C", "H", "H", "H", "H", "H", "H"],
  "positions_angstrom": [[-1.226, 0.212, 1.235], [-1.674, -0.650, -0.314], [-0.075, -0.239, -1.121], [0.283, 1.462, -0.555], [0.272, 0.627, 1.062], [1.090, -0.633, 0.940], [2.147, -0.530, -0.032], [0.927, -1.131, -0.443], [-1.877, 1.109, 1.316], [-1.388, -0.451, 2.084], [-0.233, -0.365, -2.182], [0.543, 1.352, 1.799], [1.272, -1.278, 1.813], [0.845, -2.142, -0.714]],
  "smiles": "C1S[C@H]2S[C@@H]1[C@@H]1O[C@H]21",
  "gap_ev": 9.266,
  "e_homo_ev": -8.5,
  "multiplicity": 1
}

{
  "formula": "C5H6OS2",
  "method": "ωB97M-V/def2-TZVPD",
  "elements": ["O", "C", "S", "C", "C", "C", "C", "S", "H", "H", "H", "H", "H", "H"],
  "positions_angstrom": [[2.839, -0.999, 1.043], [2.724, -1.078, -0.145], [1.396, -0.372, -1.121], [0.190, 0.046, 0.143], [-0.609, 1.316, -0.176], [-1.944, 0.550, 0.158], [-1.161, -0.751, 0.036], [-1.534, -2.323, -0.246], [3.518, -1.534, -0.860], [0.668, -0.148, 1.127], [-0.490, 2.159, 0.528], [-0.446, 1.705, -1.238], [-2.259, 0.699, 1.171], [-2.892, 0.729, -0.420]],
  "smiles": "O=CS[C@H]1CCC1=S",
  "gap_ev": 8.430,
  "e_homo_ev": -8.8,
  "multiplicity": 1
}

Number 1: largest force on an atom 5.083 eV/Å, E_tot -24306.32726 eV. Number 2: largest force on an atom 2.783 eV/Å, E_tot -18153.73799 eV. Number 3: largest force on an atom 3.010 eV/Å, E_tot -44965.45157 eV. Number 4: largest force on an atom 5.266 eV/Å, E_tot -18160.92221 eV. Number 5: largest force on an atom 1.838 eV/Å, E_tot -28998.73995 eV. Number 6: largest force on an atom 1.903 eV/Å, E_tot -28998.41679 eV.